Record 1
Density functional theory data (the ωB97M-V functional and the def2-TZVPD basis) for a structure of composition C20H50HgN2O4Si2 at a distorted geometry.

```
79
Properties=species:S:1:pos:R:3:forces:R:3
O -2.483011 -2.986002 -3.334260 -1.08 1.61 1.31
O -1.151793 -3.860664 -4.992105 0.37 -0.79 -0.78
C -3.016372 -3.875542 -2.312820 0.17 -0.61 -0.29
C -3.541753 -3.184999 -1.089954 -0.16 0.05 0.26
H -2.193457 -4.547549 -2.055799 -0.04 0.10 0.08
H -3.792073 -4.471154 -2.812680 0.05 0.18 0.24
H -2.781596 -2.593034 -0.573133 -0.04 -0.11 -0.09
H -3.892469 -3.951566 -0.395542 0.08 0.00 -0.06
H -4.400711 -2.557718 -1.325051 -0.03 0.03 0.06
C -2.626294 -1.501393 -3.229784 0.41 -0.51 -0.08
C -3.393868 -1.041590 -4.436575 -0.28 -0.07 -0.26
H -1.598063 -1.126056 -3.213426 -0.36 0.03 0.19
H -3.122303 -1.256457 -2.286186 0.24 -0.15 -0.39
H -2.865410 -1.292352 -5.362141 -0.02 0.10 0.12
H -3.560364 0.036911 -4.412381 0.10 -0.05 0.04
H -4.368673 -1.536401 -4.474465 0.05 0.10 0.03
C 0.139715 -3.262475 -5.294550 0.55 -0.08 -0.47
C -1.175986 -5.321114 -4.878668 0.28 -0.01 0.01
C 0.397289 -1.920498 -4.661310 0.20 0.25 0.39
H 0.153223 -3.159532 -6.383037 0.08 -0.16 0.08
H 0.908219 -3.979212 -4.983815 -0.13 0.18 -0.04
H -0.351503 -1.154949 -4.924997 0.29 -0.35 0.02
H 1.371317 -1.585419 -5.062655 -0.43 -0.06 0.23
H 0.518526 -1.988450 -3.565478 -0.10 0.06 -0.39
C -2.489364 -5.843891 -5.394134 -0.23 0.01 -0.20
H -1.032235 -5.574353 -3.818851 0.18 0.04 -0.28
H -0.338254 -5.709480 -5.473933 -0.22 0.18 0.27
H -3.328136 -5.482454 -4.781522 0.19 -0.17 -0.28
H -2.472769 -6.940844 -5.368182 -0.06 0.26 0.08
H -2.634627 -5.534194 -6.437084 -0.05 -0.05 0.28
H -1.842659 -3.392555 -4.201944 0.32 0.09 0.25
Hg 1.714944 -1.285070 1.029210 -0.54 0.99 0.74
C 1.425537 -2.632623 -0.480459 -0.19 -1.79 -2.68
Si 2.117793 -4.365641 -0.320351 -0.32 1.62 -0.07
H 1.816458 -2.186654 -1.413227 -0.05 -0.24 0.26
H 0.327098 -2.700327 -0.613984 0.13 0.07 0.22
C 0.764161 -5.577091 0.137378 -0.10 -0.54 0.01
C 3.430265 -4.560870 1.002065 0.20 -0.24 0.01
C 2.893813 -4.688369 -1.999263 0.32 -0.49 -0.11
C 0.529996 -1.772538 2.789335 0.28 0.21 1.07
Si 1.508576 -1.123144 4.239680 -0.82 -0.12 -0.79
H 0.392713 -2.870390 2.838718 0.18 0.41 -0.23
H -0.452399 -1.318593 2.590184 0.25 0.05 0.20
C 3.063334 -2.173980 4.418642 0.16 -0.02 0.15
C 0.479764 -1.196356 5.809452 0.16 0.03 0.45
C 1.946368 0.670655 3.889290 0.21 0.15 0.23
H 3.777017 -5.332956 -1.880140 -0.16 0.04 -0.32
H 3.203267 -3.734303 -2.453549 -0.04 -0.29 0.24
H 2.179510 -5.177972 -2.674203 0.13 -0.02 -0.01
H 0.523114 -5.489294 1.209862 0.05 -0.02 -0.34
H 1.119259 -6.604881 -0.048932 -0.24 0.19 0.13
H -0.159768 -5.417126 -0.435868 0.15 -0.05 0.08
H 3.182795 -4.036358 1.934580 0.00 -0.11 -0.23
H 4.400679 -4.198582 0.636266 -0.16 -0.04 0.17
H 3.523588 -5.633861 1.228288 0.16 0.21 0.05
H -0.021688 -2.169282 5.900377 0.13 0.18 0.00
H -0.294052 -0.416176 5.797020 0.15 -0.16 -0.01
H 1.104523 -1.044330 6.700509 -0.22 -0.01 -0.02
H 1.049025 1.307271 3.914852 0.22 -0.15 -0.02
H 2.400576 0.778904 2.892834 -0.08 0.03 0.31
H 2.655624 1.042136 4.644112 -0.15 0.07 -0.18
H 3.773912 -1.719812 5.125589 -0.16 -0.13 -0.13
H 3.584432 -2.289879 3.457220 -0.13 0.07 0.21
H 2.817971 -3.180908 4.788739 0.06 0.22 -0.09
C 0.593026 3.455052 -0.438519 0.31 1.09 -0.64
C 1.093934 2.068357 -0.360106 -0.77 -1.90 1.39
N 0.461690 1.253779 0.478831 0.82 1.06 -1.54
O -0.561814 2.025779 1.059927 -1.15 -0.52 1.33
C 2.150744 1.557167 -1.187884 0.61 -2.18 0.93
C 2.741624 2.286428 -2.332702 0.02 0.27 -0.36
N 2.569978 0.281828 -0.902621 -1.03 2.16 -0.02
O 3.289231 -0.291189 -1.751254 0.67 -0.33 -0.29
H -0.451269 3.471735 -0.771447 0.17 0.04 0.17
H 1.186087 4.036790 -1.143066 -0.05 0.06 0.08
H 0.647050 3.945711 0.539754 -0.11 -0.14 -0.19
H -1.058238 1.398241 1.614986 0.52 0.24 -0.32
H 3.731355 2.690175 -2.076539 -0.07 -0.09 -0.15
H 2.869523 1.618097 -3.191819 0.01 0.08 0.15
H 2.102963 3.122022 -2.622071 0.13 -0.03 -0.15
```
Forces are in eV/Å.

* energy above the lowest of the compared OMol25 structures with the same formula, charge and spin: 0.0 kcal per mole
* max |F|: 0.0629 hartree/bohr
* gap between HOMO and LUMO: 5.4123 eV

Atom charges from the Löwdin analysis, given in e for atoms 1 to 8:
1. O -0.1264
2. O -0.1224
3. C -0.1807
4. C -0.0624
5. H 0.1183
6. H 0.1223
7. H 0.0975
8. H 0.0987

Record 2
Density functional theory data (the ωB97M-V functional and the def2-TZVPD basis) for an isolated molecule of C5H11N.

```
17
Properties=species:S:1:pos:R:3:forces:R:3
C 0.604285 1.637414 -0.082996 0.13 -0.29 0.47
C 0.540578 0.132060 0.229319 0.44 0.27 0.14
C 1.804424 -0.598481 -0.226136 -0.01 0.00 0.01
N -0.576602 -0.457972 -0.499198 -0.24 -0.06 -0.06
C -1.449188 -1.359749 0.235206 -0.15 -0.25 0.10
C -1.902319 0.001574 -0.139808 -0.29 -0.17 -0.20
H 0.495525 1.768460 -1.153009 -0.03 0.12 -0.25
H -0.192466 2.187546 0.433121 0.14 -0.11 -0.19
H 1.563795 2.072195 0.225454 -0.19 -0.16 -0.03
H 0.424595 -0.014045 1.322763 -0.07 0.10 -0.23
H 1.944376 -0.430523 -1.299168 0.02 -0.05 0.13
H 1.689488 -1.675623 -0.064724 0.05 0.13 -0.03
H 2.704395 -0.263018 0.303696 -0.23 0.00 -0.04
H -1.235758 -1.534702 1.289763 0.06 0.06 -0.15
H -1.844141 -2.228092 -0.291750 0.23 0.20 0.01
H -2.600049 0.120241 -0.965322 0.13 0.05 0.11
H -2.003177 0.727177 0.651122 0.02 0.15 0.19
```
Forces are in eV/Å.

* SMILES: CC(C)N1CC1
* energy above the lowest of the compared OMol25 structures with the same formula, charge and spin: 27.4 kcal per mole
* max |F|: 0.0110 hartree/bohr
* gap between HOMO and LUMO: 10.3700 eV

Atom charges from the natural (NBO) analysis, given in e for atoms 1 to 8:
1. C -0.6168
2. C -0.0478
3. C -0.6052
4. N -0.4079
5. C -0.2574
6. C -0.2625
7. H 0.2144
8. H 0.2064